[1]
A structure of composition C21H16F3FeN7O6S2, computed with wB97M-V/def2-TZVPD.

As for the expectation value of S²: 6.011. Its HOMO energy (alpha / beta) is -7.79 / -7.86 eV. As for the multiplicity: 5. The net charge is 0. The calculation puts the HOMO-LUMO gap (alpha / beta) at 6.4 / 6.5 eV. The value obtained for the energy above the lowest of the compared OMol25 structures with the same formula, charge and spin is 0.575 eV. The value obtained for the energy is -108960.0880 eV.

Each line ends with the natural charge from an NBO analysis.
CARTESIAN COORDINATES (ANGSTROEM)
Fe1 2.03062 -0.52755 0.81870  1.39
C1 -0.44047 3.14407 1.75096  -0.69
C2 0.68857 2.17220 1.60450  0.27
N1 0.72963 0.98696 2.06627  -0.28
N2 -0.27309 0.44502 2.79520  -0.45
C3 -0.01865 -0.75411 3.39934  0.28
N3 -1.07249 -1.27779 4.05448  -0.78
S1 1.47680 -1.48356 3.36254  -0.19
C4 1.90133 2.54703 0.81807  0.17
C5 2.07578 3.81355 0.29458  -0.21
C6 3.18412 4.05909 -0.50170  -0.13
C7 4.08501 3.03949 -0.73390  -0.23
C8 3.85052 1.80650 -0.14410  0.09
N4 2.78933 1.56644 0.61715  -0.51
H1 -1.17666 2.82315 2.48434  0.22
H2 -0.93515 3.27251 0.78540  0.26
H3 -0.07104 4.11903 2.06672  0.24
H4 -1.21556 0.81561 2.76585  0.40
H5 -2.01513 -0.96673 3.86984  0.41
H6 -0.94629 -2.19727 4.44178  0.42
H7 1.35274 4.59496 0.47545  0.22
H8 3.32500 5.03380 -0.94916  0.23
H9 4.94711 3.17906 -1.36977  0.23
H10 4.52884 0.97525 -0.29060  0.22
F1 2.58489 -5.60142 -2.95167  -0.33
C9 2.99467 -4.56226 -2.19507  0.98
F2 4.10229 -4.97109 -1.55929  -0.32
F3 3.35813 -3.59708 -3.04559  -0.31
C10 1.91736 -4.12030 -1.24163  -0.23
C11 0.74398 -4.84303 -1.15160  -0.11
C12 -0.26066 -4.43882 -0.28180  -0.30
C13 -0.03948 -3.29310 0.45463  0.08
N5 1.08309 -2.59016 0.37877  -0.56
C14 2.08775 -2.98292 -0.42913  0.12
S2 3.51355 -1.99275 -0.33224  -0.36
H11 0.61309 -5.72385 -1.76391  0.23
H12 -1.18204 -4.99411 -0.18523  0.22
H13 -0.78941 -2.91644 1.14391  0.19
O1 0.63250 1.90467 -1.84530  -0.66
C15 0.14832 0.92478 -1.28968  0.75
O2 0.73747 -0.01056 -0.66845  -0.84
C16 -1.36920 0.81976 -1.28769  -0.04
C17 -2.12266 1.34887 -2.32725  -0.14
C18 -3.50127 1.30107 -2.24308  0.01
C19 -4.17034 0.81098 -1.13867  -0.17
C20 -3.38739 0.33324 -0.10913  0.01
C21 -2.00753 0.28687 -0.18058  -0.18
N6 -4.05077 -0.11115 1.12990  0.54
O3 -5.23391 -0.35475 1.09296  -0.33
O4 -3.36542 -0.14136 2.14875  -0.45
N7 -4.30940 1.82979 -3.36674  0.53
O5 -3.71112 2.27369 -4.31961  -0.36
O6 -5.51498 1.76893 -3.25997  -0.37
H14 -1.63609 1.80118 -3.17951  0.28
H15 -5.24821 0.81938 -1.08188  0.28
H16 -1.41808 -0.16480 0.60384  0.24

=====

[2]
An isolated molecule of C4H5NO, computed with wB97M-V/def2-TZVPD.

Its HOMO energy is -9.35 eV. The net charge is 0. The calculation puts the HOMO-LUMO gap at 10.5 eV. Its structure (SMILES) is N1[C@@H]2[C@H]1[C@@H]1O[C@H]21. The value obtained for the energy above the lowest of the compared OMol25 structures with the same formula, charge and spin is 3.977 eV. The value obtained for the energy is -7762.5490 eV.

Each line ends with the natural charge from an NBO analysis.
CARTESIAN COORDINATES (ANGSTROEM)
N1 1.10848 0.37339 1.04482  -0.55
C1 0.14041 1.00799 0.19815  -0.11
C2 0.99112 -0.06108 -0.35810  -0.13
C3 -0.29728 -0.91386 -0.63946  0.05
O1 -0.90375 -1.15421 0.61966  -0.49
C4 -1.12245 0.11428 -0.00853  0.01
H1 0.64537 -0.27078 1.69015  0.37
H2 0.18389 2.06321 -0.03080  0.21
H3 1.83191 0.00401 -1.04356  0.21
H4 -0.43738 -1.63150 -1.44850  0.21
H5 -2.14597 0.46866 -0.02680  0.21

=====

[3]
A cluster of 3 separate species, CH5O4 in total in a non-equilibrium geometry, computed with wB97M-V/def2-TZVPD.

Its HOMO energy is -4.47 eV. The net charge is -1. The calculation puts the HOMO-LUMO gap at 8.7 eV. The value obtained for the energy above the lowest of the compared OMol25 structures with the same formula, charge and spin is 1.094 eV. The value obtained for the energy is -9309.4088 eV.

Each line ends with the natural charge from an NBO analysis.
CARTESIAN COORDINATES (ANGSTROEM)
O1 0.30443 0.94619 1.15799  -0.80
C1 1.08074 0.81180 0.21520  0.64
O2 1.21870 -0.28658 -0.23264  -0.78
H1 1.83422 1.73668 -0.05971  0.00
H2 1.11304 -0.53313 -2.03003  0.51
H3 -0.33698 -1.13418 -2.24748  0.47
O3 0.43804 -0.82727 -2.75258  -1.02
H4 -1.28328 -0.31092 1.46795  0.51
H5 -2.14971 -0.15205 2.74408  0.45
O4 -2.21919 -0.25054 1.73722  -0.98

=====

[4]
An isolated molecule of C10H9ClO3Si in a non-equilibrium geometry, computed with wB97M-V/def2-TZVPD.

Its HOMO energy is -9.80 eV. The net charge is 0. The calculation puts the HOMO-LUMO gap at 9.1 eV. Its structure (SMILES) is Cc1cc2c(c([SiH2]Cl)c1C)C(=O)OC2=O. The value obtained for the energy above the lowest of the compared OMol25 structures with the same formula, charge and spin is 0.092 eV. The value obtained for the energy is -37059.1823 eV.

Each line ends with the natural charge from an NBO analysis.
CARTESIAN COORDINATES (ANGSTROEM)
C1 0.93313 -0.77131 1.52858  -0.13
C2 1.52220 -0.98840 0.31661  -0.22
C3 0.96948 -0.54860 -0.88914  -0.05
C4 -0.26114 -0.10850 1.51087  -0.02
C5 -0.88299 0.20396 0.26798  0.07
C6 -0.23966 0.08639 -1.01713  -0.40
C7 2.76021 -1.61808 0.04896  0.78
C8 1.97902 -0.84320 -1.88341  0.75
C9 -0.92534 0.41748 2.74794  -0.63
C10 -2.12734 1.03596 0.35828  -0.65
O1 3.48070 -2.30786 0.67975  -0.49
O2 1.89034 -0.41335 -3.02299  -0.55
O3 2.89194 -1.64573 -1.36896  -0.48
Si1 -0.60378 0.88164 -2.72978  1.11
Cl1 -0.68170 -0.43782 -4.22560  -0.33
H1 1.42711 -1.01419 2.44783  0.23
H2 -1.08323 1.46544 2.75877  0.23
H3 -1.94879 0.04258 2.88516  0.22
H4 -0.36753 0.00707 3.53392  0.22
H5 -2.78430 1.05905 -0.56978  0.24
H6 -2.73940 0.40439 1.15078  0.22
H7 -1.82958 1.96741 0.76110  0.22
H8 0.54222 1.78639 -2.78627  -0.14
H9 -1.92157 1.33928 -2.50346  -0.19

=====

Which of these has the highest energy above the lowest of the compared OMol25 structures with the same formula, charge and spin? C4H5NO